<w>
DFT (ωB97M-V/def2-TZVPD) results for a cluster of 10 separate species, C60H150N10 in total.

Geometry as ORCA input:
```
! wB97M-V def2-TZVPD RIJCOSX def2/J DEFGRID3
* xyz 0 1
C 6.659 -9.290 -1.813
C 6.372 -8.118 -2.759
N 4.949 -7.861 -2.925
C 4.607 -6.686 -3.711
C 5.003 -5.378 -3.020
C 4.157 -9.043 -3.434
C 4.417 -9.509 -4.870
H 7.729 -9.183 -1.638
H 6.508 -10.219 -2.363
H 6.006 -9.106 -0.960
H 6.892 -7.194 -2.505
H 6.854 -8.290 -3.721
H 5.183 -6.702 -4.636
H 3.528 -6.699 -3.871
H 4.779 -4.489 -3.609
H 4.488 -5.203 -2.075
H 6.061 -5.314 -2.763
H 3.127 -8.747 -3.235
H 4.351 -9.887 -2.772
H 4.200 -8.693 -5.559
H 3.766 -10.345 -5.127
H 5.458 -9.814 -4.973
C 7.113 4.239 -6.849
C 8.373 4.291 -5.979
N 9.512 5.001 -6.625
C 10.002 4.202 -7.802
C 10.766 5.077 -8.836
C 10.662 5.417 -5.812
C 10.254 6.328 -4.605
H 7.045 5.061 -7.563
H 6.212 4.361 -6.248
H 7.065 3.270 -7.344
H 8.073 4.942 -5.157
H 8.719 3.360 -5.530
H 10.613 3.357 -7.482
H 9.201 3.737 -8.375
H 10.993 4.337 -9.603
H 10.086 5.829 -9.237
H 11.704 5.483 -8.458
H 11.422 5.929 -6.402
H 11.152 4.524 -5.425
H 9.837 5.778 -3.762
H 9.506 7.045 -4.946
H 11.092 6.876 -4.175
C -4.707 6.528 9.121
C -3.416 7.364 9.307
N -2.958 7.324 10.683
C -1.542 7.691 10.790
C -1.198 9.085 10.272
C -3.938 8.024 11.553
C -3.595 7.827 13.049
H -4.814 6.386 8.046
H -5.589 7.074 9.454
H -4.658 5.549 9.598
H -2.642 6.985 8.639
H -3.698 8.376 9.014
H -1.296 7.640 11.851
H -0.957 7.022 10.158
H -1.771 9.816 10.841
H -0.171 9.445 10.341
H -1.525 9.119 9.233
H -4.920 7.561 11.454
H -4.069 9.086 11.342
H -2.768 8.510 13.240
H -3.209 6.835 13.285
H -4.424 8.076 13.712
C -0.098 -11.046 1.708
C 0.684 -9.852 2.203
N 0.300 -9.417 3.539
C 0.648 -10.395 4.547
C -0.117 -10.068 5.871
C 0.874 -8.097 3.813
C -0.091 -6.995 3.240
H -1.162 -11.044 1.942
H 0.360 -11.982 2.030
H -0.051 -11.110 0.621
H 1.755 -10.056 2.203
H 0.467 -9.069 1.476
H 1.723 -10.503 4.693
H 0.270 -11.392 4.325
H 0.394 -9.263 6.400
H -0.172 -10.899 6.575
H -1.148 -9.753 5.707
H 0.964 -7.948 4.889
H 1.914 -8.052 3.492
H -0.136 -7.067 2.154
H -1.095 -7.200 3.612
H 0.198 -5.974 3.489
C -10.105 7.587 4.280
C -9.818 7.557 2.804
N -8.400 7.547 2.499
C -8.195 7.074 1.144
C -8.579 5.612 0.846
C -7.832 8.875 2.736
C -6.287 8.944 2.709
H -11.152 7.508 4.575
H -9.822 8.564 4.670
H -9.509 6.863 4.836
H -10.247 6.664 2.349
H -10.206 8.428 2.277
H -8.675 7.776 0.461
H -7.130 7.140 0.919
H -9.613 5.297 0.990
H -8.322 5.382 -0.188
H -8.006 4.896 1.435
H -8.161 9.188 3.727
H -8.312 9.565 2.042
H -5.987 8.888 1.662
H -5.845 8.096 3.232
H -5.865 9.832 3.179
C 8.107 8.971 3.430
C 6.804 8.210 3.446
N 5.830 9.007 2.659
C 4.480 8.431 2.843
C 3.952 8.784 4.173
C 6.044 9.220 1.225
C 5.289 10.311 0.604
H 8.575 8.841 2.454
H 8.899 8.642 4.102
H 8.021 10.046 3.588
H 6.886 7.159 3.168
H 6.400 8.106 4.453
H 3.733 8.680 2.089
H 4.523 7.353 2.692
H 4.030 9.857 4.352
H 2.886 8.557 4.209
H 4.410 8.351 5.061
H 6.106 8.369 0.546
H 7.066 9.587 1.134
H 4.217 10.116 0.626
H 5.544 10.462 -0.445
H 5.492 11.257 1.104
C 0.887 -0.885 -12.986
C 1.836 -1.639 -12.015
N 1.803 -1.151 -10.641
C 0.464 -1.063 -10.033
C 0.482 -0.874 -8.512
C 2.820 -1.987 -9.914
C 4.263 -1.868 -10.401
H -0.146 -1.192 -12.826
H 1.158 -1.169 -14.003
H 0.934 0.198 -12.870
H 1.685 -2.709 -12.158
H 2.799 -1.417 -12.476
H 0.043 -0.191 -10.534
H -0.165 -1.934 -10.216
H 1.215 -0.123 -8.217
H -0.522 -0.717 -8.119
H 0.737 -1.812 -8.018
H 2.469 -3.009 -10.055
H 2.810 -1.685 -8.867
H 4.409 -2.378 -11.353
H 4.897 -2.319 -9.637
H 4.593 -0.835 -10.512
C -1.996 -8.333 -7.083
C -2.836 -9.571 -6.661
N -3.993 -9.215 -5.837
C -5.057 -10.245 -5.923
C -4.705 -11.644 -5.456
C -3.552 -9.045 -4.381
C -4.674 -8.360 -3.531
H -1.072 -8.494 -7.637
H -1.568 -7.870 -6.194
H -2.586 -7.538 -7.539
H -3.134 -10.083 -7.575
H -2.143 -10.236 -6.145
H -5.332 -10.322 -6.975
H -5.915 -9.791 -5.426
H -3.655 -11.868 -5.642
H -5.328 -12.440 -5.866
H -4.798 -11.720 -4.372
H -3.235 -9.990 -3.941
H -2.676 -8.399 -4.319
H -4.874 -7.358 -3.909
H -5.603 -8.921 -3.628
H -4.384 -8.273 -2.484
C -1.031 2.245 3.044
C -1.283 1.135 1.945
N -0.392 1.341 0.755
C 1.025 1.031 0.970
C 1.958 1.774 0.026
C -0.919 0.792 -0.546
C -1.243 -0.706 -0.498
H -1.221 3.192 2.539
H -0.123 2.185 3.644
H -1.801 2.248 3.816
H -1.053 0.154 2.361
H -2.291 1.318 1.574
H 1.325 1.263 1.992
H 1.255 -0.028 0.858
H 3.014 1.746 0.294
H 1.942 1.326 -0.967
H 1.738 2.833 -0.112
H -0.111 0.889 -1.271
H -1.785 1.396 -0.818
H -1.956 -0.960 0.286
H -0.384 -1.333 -0.258
H -1.713 -0.966 -1.447
C -8.346 0.090 5.924
C -7.112 -0.817 5.672
N -7.090 -2.086 6.377
C -5.779 -2.756 6.199
C -4.744 -2.058 7.035
C -8.243 -2.986 6.212
C -8.300 -3.713 4.781
H -9.184 -0.284 5.336
H -8.034 1.081 5.593
H -8.698 0.060 6.955
H -6.817 -0.913 4.627
H -6.310 -0.286 6.185
H -5.895 -3.752 6.625
H -5.422 -2.890 5.178
H -4.332 -1.243 6.440
H -5.084 -1.625 7.976
H -3.899 -2.700 7.287
H -9.204 -2.504 6.390
H -8.237 -3.738 7.002
H -9.048 -4.504 4.725
H -7.345 -4.184 4.547
H -8.521 -3.006 3.981
*
```

Values from the calculation:
SMILES: CCN(CC)CC.CCN(CC)CC.CCN(CC)CC.CCN(CC)CC.CCN(CC)CC.CCN(CC)CC.CCN(CC)CC.CCN(CC)CC.CCN(CC)CC.CCN(CC)CC
HOMO: -0.2964 Eh
HOMO-LUMO gap: 8.49 eV

These are the Mulliken partial charges, in e, on atoms 1 to 5: -1.28 -0.46 0.05 -0.41 -1.34



<x>
DFT (ωB97M-V/def2-TZVPD) results for a cluster of 10 separate species, C60H150N10 in total.

Geometry as ORCA input:
```
! wB97M-V def2-TZVPD RIJCOSX def2/J DEFGRID3
* xyz 0 1
C -0.424 3.806 -6.489
C -0.413 2.640 -5.512
N -1.327 2.862 -4.376
C -0.736 3.858 -3.486
C -1.769 4.343 -2.462
C -1.538 1.606 -3.671
C -2.181 0.510 -4.530
H -1.430 3.994 -6.866
H 0.276 3.690 -7.316
H -0.143 4.745 -6.004
H -0.785 1.783 -6.072
H 0.602 2.429 -5.149
H 0.102 3.436 -2.905
H -0.394 4.722 -4.040
H -2.661 4.645 -3.002
H -2.001 3.585 -1.711
H -1.449 5.200 -1.863
H -2.137 1.772 -2.776
H -0.578 1.198 -3.286
H -2.935 0.917 -5.201
H -2.631 -0.237 -3.877
H -1.383 0.010 -5.077
C -1.510 5.847 4.531
C -1.343 5.185 5.889
N -2.525 4.431 6.290
C -2.918 3.416 5.331
C -1.891 2.325 5.006
C -2.367 3.889 7.640
C -3.705 3.577 8.281
H -2.451 6.403 4.523
H -1.576 5.103 3.739
H -0.733 6.578 4.315
H -0.405 4.606 5.897
H -1.248 5.964 6.650
H -3.866 2.930 5.578
H -3.175 3.941 4.405
H -2.301 1.638 4.269
H -0.991 2.792 4.594
H -1.592 1.758 5.888
H -1.884 4.677 8.227
H -1.697 3.019 7.662
H -4.256 2.851 7.672
H -4.353 4.446 8.365
H -3.577 3.077 9.244
C -3.643 4.299 1.245
C -4.668 5.431 1.113
N -4.095 6.771 1.061
C -3.202 7.006 -0.049
C -3.873 6.728 -1.372
C -3.560 7.216 2.351
C -3.785 8.723 2.543
H -2.983 4.414 2.108
H -3.041 4.209 0.337
H -4.166 3.344 1.358
H -5.269 5.249 0.219
H -5.351 5.391 1.964
H -2.869 8.042 -0.009
H -2.269 6.418 0.053
H -3.990 5.714 -1.731
H -4.842 7.234 -1.417
H -3.314 7.240 -2.166
H -2.482 6.999 2.432
H -4.047 6.711 3.182
H -4.838 8.919 2.748
H -3.462 9.352 1.719
H -3.255 9.061 3.446
C 3.660 6.708 1.245
C 2.559 6.012 0.450
N 2.647 4.569 0.569
C 1.915 3.903 -0.520
C 2.272 2.428 -0.591
C 2.318 4.075 1.891
C 0.931 4.452 2.433
H 3.569 6.572 2.321
H 3.664 7.783 1.055
H 4.617 6.314 0.900
H 1.584 6.444 0.732
H 2.675 6.264 -0.605
H 2.250 4.394 -1.437
H 0.836 4.124 -0.447
H 3.282 2.351 -0.978
H 1.690 1.920 -1.368
H 2.052 1.943 0.347
H 2.436 2.996 1.900
H 3.021 4.523 2.593
H 0.791 5.536 2.390
H 0.111 4.026 1.853
H 0.823 4.190 3.486
C 4.104 -8.885 3.300
C 3.351 -7.652 2.820
N 2.588 -7.968 1.609
C 1.339 -8.658 1.960
C 0.777 -9.443 0.793
C 2.321 -6.788 0.808
C 3.558 -6.286 0.077
H 4.803 -8.732 4.124
H 4.713 -9.201 2.447
H 3.499 -9.760 3.530
H 2.688 -7.190 3.578
H 4.085 -6.869 2.624
H 1.512 -9.393 2.740
H 0.631 -7.900 2.333
H 0.568 -8.830 -0.089
H 1.472 -10.188 0.394
H -0.141 -9.983 1.032
H 1.890 -5.964 1.413
H 1.549 -6.985 0.062
H 4.018 -7.080 -0.515
H 4.315 -5.882 0.745
H 3.284 -5.519 -0.654
C -3.665 -1.481 4.325
C -4.839 -1.819 3.408
N -4.861 -0.971 2.230
C -5.855 -1.346 1.243
C -5.659 -2.748 0.677
C -4.868 0.457 2.489
C -6.057 0.942 3.326
H -3.496 -2.283 5.040
H -3.869 -0.557 4.871
H -2.753 -1.311 3.748
H -4.687 -2.837 3.054
H -5.771 -1.756 3.990
H -6.895 -1.241 1.597
H -5.774 -0.601 0.443
H -5.835 -3.461 1.483
H -6.437 -2.958 -0.057
H -4.673 -2.858 0.233
H -4.788 1.002 1.549
H -3.953 0.676 3.044
H -6.014 2.014 3.520
H -6.170 0.338 4.222
H -6.988 0.809 2.762
C 4.448 -2.913 0.791
C 5.151 -1.772 1.510
N 5.981 -0.930 0.651
C 7.255 -1.560 0.293
C 7.815 -0.987 -1.011
C 6.187 0.355 1.302
C 4.984 1.286 1.114
H 3.659 -2.562 0.127
H 3.996 -3.546 1.559
H 5.151 -3.523 0.223
H 4.378 -1.126 1.930
H 5.745 -2.184 2.344
H 8.008 -1.466 1.091
H 7.084 -2.629 0.154
H 8.739 -1.532 -1.234
H 7.145 -1.174 -1.847
H 8.015 0.077 -0.922
H 7.031 0.877 0.852
H 6.404 0.240 2.375
H 4.024 0.793 1.263
H 5.030 1.720 0.120
H 4.990 2.103 1.842
C 1.232 -7.742 -3.254
C -0.164 -7.150 -3.054
N -0.858 -6.846 -4.289
C -0.410 -5.672 -5.006
C -0.580 -4.389 -4.197
C -1.163 -8.019 -5.076
C -2.275 -7.816 -6.105
H 1.823 -7.737 -2.337
H 1.823 -7.147 -3.955
H 1.148 -8.772 -3.597
H -0.790 -7.863 -2.513
H -0.136 -6.233 -2.460
H -1.020 -5.560 -5.901
H 0.647 -5.784 -5.309
H -1.490 -4.389 -3.594
H -0.660 -3.527 -4.861
H 0.257 -4.184 -3.527
H -0.273 -8.438 -5.582
H -1.483 -8.816 -4.397
H -2.499 -8.793 -6.533
H -3.176 -7.462 -5.602
H -1.988 -7.100 -6.871
C -2.600 -0.782 -1.064
C -1.972 -1.268 0.254
N -0.643 -0.723 0.456
C -0.553 0.719 0.665
C -1.411 1.261 1.791
C 0.395 -1.176 -0.453
C 0.406 -2.686 -0.606
H -2.005 -1.201 -1.882
H -2.644 0.301 -1.150
H -3.594 -1.223 -1.177
H -2.615 -0.938 1.073
H -2.011 -2.355 0.296
H 0.486 0.843 0.971
H -0.763 1.243 -0.284
H -1.237 2.323 1.952
H -2.466 1.176 1.522
H -1.213 0.713 2.712
H 1.355 -0.830 -0.057
H 0.290 -0.724 -1.458
H 1.307 -3.051 -1.108
H -0.460 -3.052 -1.161
H 0.381 -3.194 0.363
C 1.245 -1.312 -4.440
C 2.647 -1.050 -4.985
N 3.641 -0.563 -4.032
C 3.819 -1.380 -2.849
C 4.222 -2.810 -3.192
C 3.426 0.833 -3.700
C 3.600 1.792 -4.850
H 0.595 -1.675 -5.235
H 0.795 -0.390 -4.059
H 1.271 -2.007 -3.601
H 3.016 -1.945 -5.500
H 2.606 -0.309 -5.787
H 4.619 -0.945 -2.246
H 2.930 -1.378 -2.189
H 4.603 -3.352 -2.333
H 3.429 -3.375 -3.692
H 4.983 -2.727 -3.978
H 4.104 1.105 -2.879
H 2.468 0.967 -3.157
H 2.791 1.766 -5.582
H 4.531 1.621 -5.392
H 3.626 2.825 -4.491
*
```

Values from the calculation:
SMILES: CCN(CC)CC.CCN(CC)CC.CCN(CC)CC.CCN(CC)CC.CCN(CC)CC.CCN(CC)CC.CCN(CC)CC.CCN(CC)CC.CCN(CC)CC.CCN(CC)CC
HOMO: -0.2936 Eh
HOMO-LUMO gap: 8.65 eV

These are the Mulliken partial charges, in e, on atoms 1 to 5: -1.57 0.02 0.02 -0.32 -1.32



Which one is most stable, and which one is least stable? <x> is the most stable of them, while <w> is the least stable.



<w>
DFT (ωB97M-V/def2-TZVPD) results for a cluster of 2 separate species, C3H10N in total.

Geometry as ORCA input:
```
! wB97M-V def2-TZVPD RIJCOSX def2/J DEFGRID3
* xyz 1 1
C -1.029 2.932 0.730
H -1.395 3.614 1.492
H -0.125 3.398 0.352
H -1.000 1.950 1.193
H -1.744 2.910 -0.090
C 0.595 -2.107 -1.474
C 0.611 -0.850 0.657
N 0.530 -1.929 0.011
H 0.874 -1.133 -1.856
H 1.330 -2.893 -1.627
H -0.368 -2.469 -1.823
H 0.714 0.111 0.156
H 0.559 -0.751 1.737
H 0.448 -2.782 0.542
*
```

Values from the calculation:
HOMO: -0.5868 Eh
HOMO-LUMO gap: 10.67 eV

These are the natural (NBO) partial charges, in e, on atoms 1 to 5: -0.86 0.24 0.22 0.18 0.22



<x>
DFT (ωB97M-V/def2-TZVPD) results for a cluster of 2 separate species, C3H10N in total.

Geometry as ORCA input:
```
! wB97M-V def2-TZVPD RIJCOSX def2/J DEFGRID3
* xyz 1 1
N -0.077 1.064 -1.919
H -0.887 0.856 -1.312
H 0.469 0.167 -2.175
H 0.452 1.906 -1.602
H -0.402 1.353 -2.798
C -1.118 -0.812 1.125
C 0.445 -0.980 1.187
C 1.386 0.009 0.874
H -1.673 -0.663 2.113
H -1.357 -1.748 0.681
H -1.412 0.138 0.514
H 0.720 -1.986 1.751
H 2.418 -0.276 1.072
H 1.034 0.972 0.488
*
```

Values from the calculation:
HOMO: -0.4896 Eh
HOMO-LUMO gap: 8.90 eV

These are the natural (NBO) partial charges, in e, on atoms 1 to 5: -0.88 0.47 0.49 0.47 0.44



<y>
DFT (ωB97M-V/def2-TZVPD) results for a structure of composition C3H10N.

Geometry as ORCA input:
```
! wB97M-V def2-TZVPD RIJCOSX def2/J DEFGRID3
* xyz 1 1
C -0.091 1.248 1.190
C -0.818 -1.329 -0.780
C 0.857 0.320 0.364
N 0.269 -0.247 -0.920
H -0.297 2.203 0.624
H -0.979 0.658 1.462
H 0.361 1.596 2.104
H -1.549 -1.329 0.017
H -1.381 -1.518 -1.801
H -0.307 -2.287 -0.848
H 1.351 -0.435 1.075
H 1.824 1.193 -0.020
H 0.992 -0.513 -1.552
H -0.251 0.539 -1.182
*
```

Values from the calculation:
HOMO: -0.6081 Eh
HOMO-LUMO gap: 13.05 eV

These are the natural (NBO) partial charges, in e, on atoms 1 to 5: -0.65 -0.47 -0.24 -0.50 0.23



<z>
DFT (ωB97M-V/def2-TZVPD) results for a cluster of 2 separate species, C3H10N in total.

Geometry as ORCA input:
```
! wB97M-V def2-TZVPD RIJCOSX def2/J DEFGRID3
* xyz 1 1
N 1.783 -0.365 -1.685
H 2.013 0.631 -1.660
H 1.722 -0.720 -2.645
H 2.674 -0.761 -1.354
H 0.942 -0.629 -1.166
C 0.088 0.290 1.085
C -1.238 0.332 0.407
C -2.337 -0.043 1.076
H 0.054 0.228 2.162
H 0.657 -0.598 0.811
H 0.586 1.196 0.705
H -1.418 0.824 -0.574
H -3.311 -0.272 0.682
H -2.213 -0.110 2.156
*
```

Values from the calculation:
HOMO: -0.4719 Eh
HOMO-LUMO gap: 8.43 eV

These are the natural (NBO) partial charges, in e, on atoms 1 to 5: -0.87 0.46 0.46 0.46 0.48



Which one is most stable, and which one is least stable? <w> is the most stable of them, while <x> is the least stable.



<w>
DFT (ωB97M-V/def2-TZVPD) results for a cluster of 2 separate species, H2 in total.

Geometry as ORCA input:
```
! wB97M-V def2-TZVPD RIJCOSX def2/J DEFGRID3
* xyz 0 1
H 0.000 0.000 1.413
H 0.000 0.000 -1.413
*
```

Values from the calculation:
HOMO: -0.3444 Eh
HOMO-LUMO gap: 5.64 eV

Let us look at the Mulliken charges, expressed in e, one per atom: 0.00 0.00



<x>
DFT (ωB97M-V/def2-TZVPD) results for a cluster of 2 separate species, H2 in total.

Geometry as ORCA input:
```
! wB97M-V def2-TZVPD RIJCOSX def2/J DEFGRID3
* xyz 0 1
H 0.101 0.609 0.136
H -0.101 -0.609 -0.136
*
```

Values from the calculation:
HOMO: -0.4460 Eh
HOMO-LUMO gap: 12.73 eV

Let us look at the Mulliken charges, expressed in e, one per atom: 0.00 0.00



Which one is most stable, and which one is least stable? <x> is the most stable of them, while <w> is the least stable.